[1]
DFT (ωB97M-V/def2-TZVPD) results for the ion C5H6NO with charge +1.

Values from the calculation:
E_HOMO: -14.10 eV
Charge: +1
Frontier orbital gap: 8.61 eV
SMILES: C[N+](=O)C=C1C=C1
Energy relative to the best compared isomer or geometry (same formula, charge and spin): 566.8 kJ/mol

Last column: Mulliken charge in e.
Geometry (Å):
C: -2.34610 0.08462 0.05316  -0.724
N: -0.98050 -0.28288 0.24784  0.550
O: -0.62810 -1.27351 0.86866  -0.485
C: -0.02894 0.43338 -0.38734  -0.173
C: 1.36457 0.14880 -0.02941  0.188
C: 2.70659 0.48193 -0.22129  -0.211
C: 2.36533 -0.53276 0.65253  -0.088
H: -3.14827 -0.76224 -0.16551  0.291
H: -2.43241 0.68465 -0.79345  0.328
H: -2.60850 0.56780 0.99356  0.324
H: -0.23344 1.01743 -1.36032  0.284
H: 3.29238 0.90932 -1.04968  0.355
H: 2.67739 -1.47655 1.19128  0.360


[2]
DFT (ωB97M-V/def2-TZVPD) results for a cluster of 2 separate species, C5H6NO in total.

Values from the calculation:
E_HOMO: -14.56 eV
Charge: +1
Frontier orbital gap: 9.25 eV
Energy relative to the best compared isomer or geometry (same formula, charge and spin): 818.7 kJ/mol

Last column: Mulliken charge in e.
Geometry (Å):
C: -3.36462 0.11240 -0.02161  -0.627
C: -2.50195 1.01575 0.38096  -0.089
C: -1.97352 -0.36034 -0.10409  0.086
C: -0.86566 -0.90171 -0.33131  0.222
C: 1.99366 0.16165 0.26326  -0.813
N: 0.71023 0.49584 0.00747  0.225
O: 0.45525 1.62899 -0.22459  -0.303
H: -4.40424 -0.15632 -0.00782  0.358
H: -1.90456 1.97520 0.46518  0.396
H: -0.03459 -1.53746 -0.55834  0.473
H: 2.68884 1.00961 0.41265  0.374
H: 2.54865 -0.25232 -0.55627  0.354
H: 1.90674 -0.58155 1.07261  0.344


[3]
DFT (ωB97M-V/def2-TZVPD) results for a cluster of 2 separate species, C5H6NO in total.

Values from the calculation:
E_HOMO (spin up / spin down): -12.58 / -16.78 eV
Charge: +1
Frontier orbital gap (spin up / spin down): 5.80 / 9.99 eV
Energy relative to the best compared isomer or geometry (same formula, charge and spin): 225.9 kJ/mol
<S²>: 2.01
Spin multiplicity: 3

Last column: Mulliken spin population.
Geometry (Å):
C: 1.60795 -0.02071 -0.02093  0.006
C: 0.61033 -0.63603 -0.71166  0.017
C: 1.08152 0.81110 0.88849  0.758
C: -0.71197 -0.30835 -0.16764  0.049
C: -0.34612 0.69247 0.96861  0.019
N: 2.52697 1.70551 2.25540  0.660
O: 2.44251 2.84801 2.29730  0.464
H: 2.60441 -0.23733 -0.34112  0.013
H: 0.83457 -1.14089 -1.60048  -0.002
H: -1.45664 0.16024 -0.80439  -0.004
H: -1.25922 -1.29316 0.03598  0.001
H: -0.37389 0.45705 2.02371  0.011
H: -1.10389 1.43565 0.81363  0.007


[4]
DFT (ωB97M-V/def2-TZVPD) results for a cluster of 2 separate species, C5H6NO3P in total.

Values from the calculation:
E_HOMO: 1.65 eV
Charge: -2
Frontier orbital gap: 3.29 eV
Energy relative to the best compared isomer or geometry (same formula, charge and spin): 136.1 kJ/mol

Last column: Mulliken charge in e.
Geometry (Å):
C: -1.68507 0.19085 1.69189  -0.309
C: -1.06571 -0.77207 0.94378  -0.079
C: -1.20035 1.48133 1.83717  0.391
C: 2.46469 1.17920 -1.38098  -0.514
C: 1.85622 1.18044 -0.17709  -0.311
N: -0.86469 2.55987 2.03027  -0.530
O: -0.01730 -0.64014 0.17062  -0.346
O: 2.34390 -1.52111 0.14057  -0.757
O: 1.54315 -0.15189 2.16735  -0.744
P: 1.57579 -0.38696 0.69284  0.811
H: -2.76477 -0.02054 1.97420  0.249
H: -1.46167 -1.82876 1.04476  0.341
H: -7.94029 -5.44085 -7.90514  -1.000
H: 2.72272 0.11343 -1.78763  0.210
H: 2.78978 2.11838 -2.00903  0.220
H: 1.70359 1.93885 0.56643  0.369


[5]
DFT (ωB97M-V/def2-TZVPD) results for a structure of composition C5H6NO3P.

Values from the calculation:
E_HOMO: -9.66 eV
Charge: 0
Frontier orbital gap: 10.00 eV

Last column: Mulliken charge in e.
Geometry (Å):
C: 1.40655 0.55853 -1.64019  0.405
C: -0.78095 -0.48941 -1.93997  0.590
C: 1.25718 0.47158 -0.19256  -0.391
C: -0.89815 -0.84565 -0.48671  -0.270
C: -0.18220 0.31231 0.23271  -0.714
N: 0.24623 0.10280 -2.50730  -0.083
O: 2.34746 1.10906 -2.11885  -0.512
O: -1.61440 -0.92051 -2.80564  -0.528
O: -1.08543 1.18415 -4.36453  -0.474
P: -0.52457 -0.15336 -4.26567  0.246
H: 1.89697 -0.31286 0.39588  0.254
H: 1.56592 1.35383 0.26867  0.305
H: -2.02727 -0.79801 -0.38241  0.290
H: -0.31244 -1.85638 -0.31310  0.251
H: -0.37638 0.06480 1.36426  0.288
H: -0.52133 1.34018 0.05789  0.342


[6]
DFT (ωB97M-V/def2-TZVPD) results for an isolated molecule of C5H6O.

Values from the calculation:
E_HOMO (spin up / spin down): -8.22 / -8.54 eV
Charge: 0
Frontier orbital gap (spin up / spin down): 7.62 / 7.81 eV
Energy relative to the best compared isomer or geometry (same formula, charge and spin): 492.6 kJ/mol

Last column: Mulliken charge in e.
Geometry (Å):
C: -1.72644 0.99206 -0.24715  -0.956
C: -0.79591 -0.13474 0.14863  0.703
O: -0.97986 -0.78521 1.15914  -0.527
C: 0.44453 -0.25484 -0.64566  -0.677
C: 1.62489 -0.51622 0.06559  0.060
C: 2.35479 -0.46202 1.10972  -0.308
H: -2.75990 0.73962 -0.00099  0.302
H: -1.63495 1.29256 -1.29408  0.335
H: -1.43201 1.84777 0.37359  0.248
H: 0.45842 -0.14000 -1.72524  0.346
H: 1.59283 -1.40052 -0.68530  0.225
H: 2.85359 -1.17844 1.74177  0.250


[7]
DFT (ωB97M-V/def2-TZVPD) results for an isolated molecule of C5H6O.

Values from the calculation:
E_HOMO: -9.49 eV
Charge: 0
Frontier orbital gap: 10.33 eV
SMILES: C#CCCC=O
Energy relative to the best compared isomer or geometry (same formula, charge and spin): 345.6 kJ/mol

Last column: Mulliken charge in e.
Geometry (Å):
C: -0.09026 1.91069 0.29130  -0.163
C: -0.80754 0.99451 0.63924  -0.282
C: -1.04037 -0.43872 0.49837  -0.563
C: 0.42657 -0.89977 0.39393  -0.547
C: 0.72048 -0.21097 -0.95999  -0.046
O: -0.10538 -0.31738 -1.84766  -0.507
H: 0.58082 2.73238 0.31191  0.378
H: -1.21841 -0.53374 -0.69517  0.324
H: -1.76705 -0.94778 1.14471  0.387
H: 1.11876 -0.59539 1.19174  0.266
H: 0.51879 -1.97857 0.23552  0.291
H: 1.66357 0.28474 -1.20388  0.462


[8]
DFT (ωB97M-V/def2-TZVPD) results for a structure of composition C5H6O.

Values from the calculation:
E_HOMO: -9.96 eV
Charge: 0
Frontier orbital gap: 10.96 eV
Energy relative to the best compared isomer or geometry (same formula, charge and spin): 296.0 kJ/mol

Last column: Mulliken charge in e.
Geometry (Å):
C: -2.54426 -0.46172 -0.54364  0.335
C: -1.42540 -0.28627 -0.13394  -0.952
C: -0.11458 -0.08940 0.48999  -0.003
C: 0.73719 1.15089 0.11383  -0.458
O: 1.42569 0.42208 -0.89503  -0.409
C: 1.12224 -0.75594 -0.15726  -0.462
H: -3.53037 -0.61202 -0.93183  0.431
H: -0.21553 -0.24616 1.56622  0.300
H: 0.26038 2.04789 -0.28021  0.333
H: 1.44368 1.28583 0.95372  0.279
H: 1.85161 -0.87227 0.67616  0.269
H: 0.98937 -1.58292 -0.85801  0.338


[9]
DFT (ωB97M-V/def2-TZVPD) results for an isolated molecule of C5H6O.

Values from the calculation:
E_HOMO: -9.95 eV
Charge: 0
Frontier orbital gap: 11.05 eV
SMILES: C#C[C@H]1O[C@H]1C
Energy relative to the best compared isomer or geometry (same formula, charge and spin): 309.0 kJ/mol

Last column: Mulliken charge in e.
Geometry (Å):
C: 2.44924 0.25095 0.22962  0.142
C: 1.54073 -0.49573 -0.14190  -0.674
C: 0.25348 -1.16676 -0.31712  -0.083
O: -0.58595 -1.16235 0.90311  -0.423
C: -1.00841 -0.39237 -0.24975  0.227
C: -1.01032 1.05617 0.08073  -1.288
H: 3.33603 0.72991 0.50307  0.420
H: 0.20793 -2.15836 -0.86153  0.349
H: -2.01413 -0.73989 -0.71463  0.325
H: -0.21493 1.33018 0.71978  0.398
H: -1.93480 1.13149 0.67214  0.293
H: -1.01887 1.61677 -0.82351  0.314


[10]
DFT (ωB97M-V/def2-TZVPD) results for a structure of composition C5H6O.

Values from the calculation:
E_HOMO: -9.32 eV
Charge: 0
Frontier orbital gap: 10.45 eV
Energy relative to the best compared isomer or geometry (same formula, charge and spin): 293.9 kJ/mol

Last column: Mulliken charge in e.
Geometry (Å):
C: -0.77809 0.63448 -0.76365  -0.488
C: -0.63835 -0.77214 -0.17448  -0.473
C: 0.86953 -0.94408 0.04496  -0.268
O: 1.51890 0.18125 -0.54717  -0.452
C: 0.46917 0.97086 0.06990  -0.148
C: 0.07903 -0.18620 1.02367  -0.416
H: -1.66286 1.12801 -0.34814  0.281
H: -0.69585 0.77948 -1.84166  0.300
H: -1.33313 -1.60433 -0.20898  0.365
H: 1.42722 -1.81320 0.32559  0.414
H: 0.79963 1.97054 0.34019  0.432
H: -0.05522 -0.34467 2.07978  0.453


Record-wise largest force on an atom values, in eV Å⁻¹: 3.880 4.246 2.721 3.022 4.636 0.480 3.124 0.919 4.144 0.831